# 1
55
Properties=species:S:1:pos:R:3 method="wB97M-V/def2-TZVPD" total_energy_ha=-2227.91044 total_charge=+2 s2=2.023 homo_ev="-13.571 / -13.576" homo_lumo_gap_ev="5.921 / 5.658" molar_mass_g_mol=566.524 max_force_ev_per_a=2.137 multiplicity=3
Mo -0.0075 0.4925 1.2389
C 3.4662 4.8688 -1.8675
C 3.4169 4.7388 -0.3494
N 3.3325 3.3475 0.0447
C 2.2227 2.7175 0.3767
S 2.2733 0.9626 0.5509
N 1.0799 3.3097 0.5810
N 0.0405 2.5161 0.7913
C -1.1344 3.1077 1.0216
C -1.2594 4.5703 1.2567
C -2.2558 2.2404 0.8286
C -3.5967 2.6393 0.8715
C -4.5738 1.7321 0.5199
C -4.1917 0.4453 0.1402
C -2.8514 0.1057 0.1539
N -1.8908 0.9727 0.4813
H 3.5462 5.9176 -2.1360
H 2.5633 4.4626 -2.3133
H 4.3207 4.3390 -2.2790
H 2.5474 5.2575 0.0497
H 4.3244 5.1580 0.0867
H 4.1597 2.7831 -0.1047
H -0.3198 4.9794 1.6183
H -2.0489 4.7772 1.9740
H -1.5116 5.0784 0.3233
H -3.8474 3.6483 1.1545
H -5.6129 2.0205 0.5222
H -4.9281 -0.2849 -0.1535
H -2.5270 -0.8970 -0.0970
N -1.5265 2.5377 7.7125
C -1.2533 1.6492 6.7499
C -0.9689 2.0770 5.4318
C -0.7140 1.1467 4.4567
C -0.7339 -0.2096 4.7515
C -1.0124 -0.6562 6.0402
C -1.2646 0.2651 7.0258
S -0.5047 -1.2955 3.4023
O -0.6110 -2.6702 3.6940
O -1.4358 -0.7807 2.3396
N 0.9071 -0.8647 2.6371
C 1.1315 -1.7777 1.6479
N 1.7186 -2.9361 1.8082
C 1.9436 -3.6620 0.7251
C 1.5776 -3.2300 -0.5495
C 0.9116 -2.0194 -0.6384
N 0.6585 -1.3122 0.4638
H -1.4892 3.5265 7.5378
H -1.7028 2.2281 8.6532
H -0.9504 3.1328 5.2102
H -0.4907 1.4485 3.4117
H -1.0336 -1.7162 6.2345
H -1.4723 -0.0645 8.0320
H 2.4498 -4.6026 0.8941
H 1.7938 -3.8172 -1.4278
H 0.5796 -1.6065 -1.5839

---

# 2
46
Properties=species:S:1:pos:R:3 method="wB97M-V/def2-TZVPD" total_energy_ha=-1035.34278 smiles="COc1cccc(CNC(=O)CCCc2c[nH]c3ccccc23)c1" homo_ev=-8.008 homo_lumo_gap_ev=8.478 molar_mass_g_mol=322.408 max_force_ev_per_a=0.555
C -4.4898 -0.2721 -1.9797
H -4.4546 -1.3071 -2.3349
O -4.3545 -0.1979 -0.5834
C -3.2221 -0.6990 -0.0080
C -2.1482 -1.2343 -0.7080
C -1.0382 -1.7141 -0.0256
C -0.9939 -1.6416 1.3584
C -2.0621 -1.1065 2.0565
C -3.1727 -0.6415 1.3839
H -4.0168 -0.2253 1.9100
H -2.0302 -1.0557 3.1341
H -0.1263 -2.0134 1.8817
C 0.1344 -2.2897 -0.7764
N 1.3453 -1.5562 -0.4856
C 2.3558 -2.0685 0.2477
O 2.4023 -3.2293 0.6006
C 3.4398 -1.0580 0.5918
H 3.0379 -0.4179 1.3801
H 4.2693 -1.6231 1.0183
C 3.9226 -0.1995 -0.5885
H 3.5723 -0.6283 -1.5296
H 5.0138 -0.2192 -0.6127
C 3.4904 1.2748 -0.5114
C 2.0219 1.4921 -0.6901
C 1.3514 1.5752 -1.8791
N 0.0160 1.7819 -1.6581
C -0.2055 1.8561 -0.3127
C -1.3799 2.0740 0.3949
C -1.2988 2.0995 1.7689
C -0.0800 1.9170 2.4274
C 1.0876 1.7067 1.7315
C 1.0389 1.6725 0.3376
H 2.0242 1.5815 2.2550
H -0.0600 1.9471 3.5067
H -2.1919 2.2669 2.3510
H -2.3208 2.2183 -0.1144
H -0.6802 1.9087 -2.3719
H 1.7370 1.5018 -2.8783
H 3.8001 1.6864 0.4510
H 4.0212 1.8226 -1.2946
H 1.3260 -0.5581 -0.6405
H 0.3185 -3.3223 -0.4632
H -0.0529 -2.2730 -1.8560
H -2.1625 -1.2956 -1.7860
H -3.7179 0.3124 -2.4930
H -5.4673 0.1517 -2.2054

---

# 3
48
Properties=species:S:1:pos:R:3 method="wB97M-V/def2-TZVPD" total_energy_ha=-1508.78468 smiles="CCc1ccc(OCCSc2nc3ccccc3n2CCC(=O)O)cc1" homo_ev=-7.984 homo_lumo_gap_ev=8.458 molar_mass_g_mol=370.474 max_force_ev_per_a=0.762
C -0.5040 -0.8249 -5.7869
H -0.7599 -0.2631 -6.6828
H -1.4231 -1.1569 -5.3094
H 0.0653 -1.7046 -6.0785
C 0.3111 0.0391 -4.8229
C 0.6641 -0.7380 -3.5859
C -0.1655 -0.7226 -2.4745
C 0.1335 -1.4503 -1.3374
C 1.2872 -2.2236 -1.2975
C 2.1164 -2.2619 -2.4158
C 1.8051 -1.5292 -3.5428
H 2.4644 -1.5636 -4.3988
H 3.0033 -2.8757 -2.3789
O 1.6642 -3.0216 -0.2405
C 1.3537 -2.5956 1.0634
C 2.3518 -1.5260 1.5230
H 3.2552 -1.9643 1.9427
H 2.6007 -0.8665 0.6907
S 1.6324 -0.4540 2.7998
C 0.8125 0.6506 1.7302
N 1.1559 0.8547 0.4926
C 0.2422 1.7528 0.0069
C 0.1230 2.3080 -1.2602
C -0.9256 3.1782 -1.4767
C -1.8342 3.4976 -0.4671
C -1.7256 2.9635 0.8029
C -0.6772 2.0883 1.0285
N -0.2694 1.3816 2.1406
C -0.9530 1.2736 3.3990
H -0.2239 1.3316 4.2125
H -1.6452 2.1146 3.4749
C -1.7262 -0.0568 3.5051
C -2.4465 -0.3104 2.2017
O -2.0536 -1.0423 1.3339
O -3.5668 0.4054 2.0981
H -3.9913 0.2631 1.2370
H -2.4459 0.0067 4.3194
H -1.0282 -0.8751 3.6811
H -2.4358 3.2162 1.5766
H -2.6429 4.1799 -0.6835
H -1.0523 3.6257 -2.4515
H 0.8273 2.0522 -2.0345
H 0.3314 -2.2096 1.1315
H 1.4281 -3.4872 1.6922
H -0.5482 -1.4098 -0.5031
H -1.0654 -0.1238 -2.4896
H -0.2721 0.9214 -4.5504
H 1.2228 0.3726 -5.3235

---

# 4
50
Properties=species:S:1:pos:R:3 method="wB97M-V/def2-TZVPD" total_energy_ha=-1659.22282 smiles="O=C(Nc1ccc2c(c1)OCO2)C1CCN(S(=O)(=O)Cc2ccccc2)CC1" homo_ev=-7.810 homo_lumo_gap_ev=8.473 molar_mass_g_mol=402.472 max_force_ev_per_a=1.253
O -1.3272 1.2613 1.9656
C -0.1791 1.6597 1.9224
N 0.4716 1.9065 0.7553
C -0.0533 1.6867 -0.5311
C 0.7959 1.2062 -1.5205
C 0.3538 1.0118 -2.8243
C -0.9570 1.3187 -3.0952
C -1.8105 1.7985 -2.1016
C -1.3888 1.9970 -0.8107
H -2.0546 2.3601 -0.0484
O -3.0530 2.0169 -2.6351
C -2.9554 1.6644 -3.9979
O -1.6446 1.2251 -4.2791
H -3.1939 2.5404 -4.6232
H -3.6727 0.8580 -4.2224
H 1.0084 0.6294 -3.5881
H 1.8093 0.9415 -1.2642
H 1.4764 1.9676 0.7807
C 0.5837 1.9806 3.2127
C 0.1918 0.9200 4.2522
C 0.7750 -0.4435 3.8162
N 1.4365 -0.2702 2.5470
S 1.4615 -1.5210 1.4380
O 1.9628 -2.7284 2.0360
O 2.1707 -0.9963 0.3065
C -0.3082 -1.7530 1.0636
C -0.4664 -2.1108 -0.3762
C -1.4520 -1.5135 -1.1506
C -1.5926 -1.8556 -2.4842
C -0.7395 -2.7813 -3.0583
C 0.2459 -3.3790 -2.2896
C 0.3765 -3.0539 -0.9517
H 1.1401 -3.5162 -0.3446
H 0.9121 -4.1036 -2.7334
H -0.8432 -3.0379 -4.1021
H -2.3692 -1.3981 -3.0785
H -2.1109 -0.7844 -0.7031
H -0.6274 -2.5626 1.7177
H -0.8308 -0.8325 1.3095
C 2.5847 0.6024 2.6286
C 2.1073 1.9989 3.0817
H 2.5257 2.2329 4.0621
H 2.4410 2.7821 2.3996
H 3.3237 0.1990 3.3356
H 3.0414 0.6107 1.6387
H 1.4798 -0.8273 4.5671
H -0.0110 -1.1851 3.6844
H -0.8948 0.8676 4.3055
H 0.5744 1.2049 5.2319
H 0.2276 2.9604 3.5500

---

# 5
48
Properties=species:S:1:pos:R:3 method="wB97M-V/def2-TZVPD" total_energy_ha=-1144.87264 smiles="Cc1cccc(N2C(=O)C[C@H](N3CCN(c4ccccn4)CC3)C2=O)c1" homo_ev=-7.931 homo_lumo_gap_ev=8.632 molar_mass_g_mol=350.422 max_force_ev_per_a=0.549
C -5.1500 -3.1066 0.5530
C -5.0325 -1.6945 0.0680
C -3.8062 -1.0445 0.1312
C -3.6855 0.2640 -0.3079
C -4.7811 0.9421 -0.8242
C -5.9977 0.2902 -0.8993
C -6.1242 -1.0146 -0.4545
H -7.0826 -1.5096 -0.5138
H -6.8552 0.8072 -1.3030
H -4.6777 1.9586 -1.1676
N -2.4244 0.9179 -0.2245
C -1.6414 0.8959 0.9153
O -1.9218 0.3344 1.9376
C -0.3921 1.7373 0.6451
N 0.7936 1.0164 1.0433
C 2.0069 1.8084 1.0255
H 1.8184 2.7554 1.5361
C 3.1062 1.0335 1.7630
N 3.3228 -0.2446 1.1298
C 4.2241 -0.4313 0.1153
N 3.9975 -1.4775 -0.6861
C 4.8663 -1.7636 -1.6382
C 6.0152 -1.0344 -1.8778
C 6.2617 0.0554 -1.0503
C 5.3715 0.3670 -0.0469
H 5.5711 1.2044 0.6019
H 7.1484 0.6579 -1.1893
H 6.6920 -1.3019 -2.6728
H 4.6112 -2.6260 -2.2417
C 2.1020 -1.0224 1.1257
H 2.3000 -1.9734 0.6344
C 0.9949 -0.2646 0.3896
H 0.0667 -0.8357 0.4376
H 1.2935 -0.1581 -0.6678
H 1.7984 -1.1856 2.1629
H 4.0218 1.6202 1.7952
H 2.7738 0.8461 2.7885
H 2.3499 2.0245 -0.0026
C -0.5231 2.1479 -0.8311
C -1.8756 1.6377 -1.2749
O -2.3953 1.8033 -2.3442
H -0.4642 3.2243 -0.9918
H 0.2432 1.6811 -1.4523
H -0.4585 2.6170 1.2981
H -2.9473 -1.5587 0.5340
H -6.1776 -3.4552 0.4946
H -4.5248 -3.7657 -0.0484
H -4.8123 -3.1796 1.5854

---

# 6
51
Properties=species:S:1:pos:R:3 method="wB97M-V/def2-TZVPD" total_energy_ha=-1655.82053 total_charge=+2 s2=0.757 homo_ev="-15.187 / -15.138" homo_lumo_gap_ev="8.249 / 7.409" molar_mass_g_mol=498.465 max_force_ev_per_a=1.255 multiplicity=2
Ru -0.5269 -0.1800 -0.4516
O 0.2004 0.0880 -4.3729
C -0.1107 0.2751 -3.2359
N -0.4754 -0.6955 -2.2880
C -0.6974 -2.0495 -2.6065
O -0.5957 -2.5600 -3.6803
C -1.1137 -2.8343 -1.3711
C -1.4241 -4.1723 -1.4652
C -1.8096 -4.8378 -0.3063
C -1.8845 -4.1341 0.8849
C -1.5533 -2.7881 0.9015
N -1.1686 -2.1538 -0.2075
C -0.1874 1.6724 -2.6390
C -0.0785 2.7709 -3.4633
C -0.2592 4.0313 -2.9093
C -0.5696 4.1342 -1.5641
C -0.6445 2.9834 -0.7963
N -0.4297 1.7676 -1.3099
H -1.3649 -4.6602 -2.4284
H -2.0565 -5.8903 -0.3387
H -2.1960 -4.6157 1.8007
H -1.5982 -2.1893 1.8001
H 0.1208 2.6196 -4.5153
H -0.1895 4.9163 -3.5272
H -0.7612 5.0939 -1.1057
H -0.9248 3.0287 0.2436
C 1.8973 -2.5192 0.0306
P 1.6499 -0.7554 -0.2529
C 2.4990 0.0601 1.1123
C 2.6124 -0.3616 -1.7253
H 2.9493 -2.6996 0.2591
H 1.6380 -3.0837 -0.8648
H 1.2890 -2.8655 0.8647
H 3.5268 -0.3082 1.1303
H 2.0233 -0.1781 2.0631
H 2.5301 1.1362 0.9677
H 3.6527 -0.6458 -1.5545
H 2.5743 0.7082 -1.9348
H 2.2348 -0.9090 -2.5879
O -1.0222 0.0922 1.5302
N -0.8525 1.0339 2.4767
C -1.6191 0.9078 3.5738
C -1.5029 1.8131 4.6057
C -0.5923 2.8530 4.5073
C 0.1862 2.9580 3.3632
C 0.0371 2.0308 2.3558
H -2.3028 0.0730 3.5603
H -2.1310 1.6912 5.4763
H -0.4890 3.5698 5.3098
H 0.9117 3.7500 3.2442
H 0.5985 2.0281 1.4410

---

# 7
51
Properties=species:S:1:pos:R:3 method="wB97M-V/def2-TZVPD" total_energy_ha=-2016.50627 smiles="CC(C)CCNC(=O)CSc1nc2ccsc2c(=O)n1NC(=O)c1ccccc1" homo_ev=-8.533 homo_lumo_gap_ev=8.563 molar_mass_g_mol=430.555 max_force_ev_per_a=1.177
C 3.9421 0.2437 -0.6153
H 4.5808 0.8079 -1.2915
H 4.5769 -0.3427 0.0450
H 3.3366 -0.4413 -1.2051
C 3.0442 1.1792 0.1932
C 2.1758 0.3679 1.1491
H 1.6280 1.0169 1.8263
H 2.7909 -0.3026 1.7468
H 1.4645 -0.2314 0.5837
C 2.1944 2.0243 -0.7619
H 1.5200 1.3691 -1.3168
H 2.8615 2.5046 -1.4809
C 1.3673 3.1162 -0.0862
N 0.1198 2.6130 0.4480
C -0.3731 3.0217 1.6198
O 0.1759 3.8108 2.3625
C -1.7506 2.4815 2.0210
H -2.4802 3.2839 1.9020
H -1.7191 2.1779 3.0667
S -2.3806 1.0967 1.0452
C -1.3708 -0.1805 1.6788
N -0.7351 0.0065 2.7839
C 0.0081 -1.0182 3.2612
C 0.0600 -2.2583 2.6229
C -0.6328 -2.5031 1.4034
O -0.6992 -3.5101 0.7276
N -1.3353 -1.3472 0.9721
N -1.9558 -1.4563 -0.2671
C -1.4493 -0.7541 -1.3400
O -0.6347 0.1349 -1.1950
C -2.0293 -1.1356 -2.6455
C -3.2934 -1.7083 -2.7666
C -3.7811 -2.0370 -4.0178
C -3.0161 -1.8053 -5.1503
C -1.7633 -1.2256 -5.0350
C -1.2738 -0.8847 -3.7885
H -0.3017 -0.4279 -3.6793
H -1.1696 -1.0373 -5.9166
H -3.4010 -2.0710 -6.1234
H -4.7633 -2.4754 -4.1111
H -3.9068 -1.8670 -1.8925
H -2.2797 -2.4069 -0.4258
S 1.0798 -3.3709 3.4619
C 1.4227 -2.1726 4.6509
C 0.8005 -0.9872 4.4348
H 0.8919 -0.1192 5.0595
H 2.0817 -2.4246 5.4587
H -0.3582 1.9196 -0.1139
H 1.1373 3.8984 -0.8214
H 1.9137 3.5772 0.7405
H 3.6796 1.8505 0.7818

---

# 8
53
Properties=species:S:1:pos:R:3 method="wB97M-V/def2-TZVPD" total_energy_ha=-1803.01777 smiles="COCCCn1c(SCC(=O)NNC(=O)c2cccc(O)c2)nnc1-c1ccncc1" homo_ev=-8.737 homo_lumo_gap_ev=9.064 molar_mass_g_mol=442.501 max_force_ev_per_a=1.206
C 3.8286 1.7329 -0.8573
O 3.3424 0.6657 -0.0872
C 3.2382 0.9692 1.2879
C 2.6142 -0.2246 2.0027
H 3.1775 -1.1189 1.7397
H 2.6971 -0.0767 3.0795
C 1.1289 -0.4137 1.6703
N 0.7892 -0.2560 0.2790
C 0.2175 0.8462 -0.2780
N -0.1138 0.6149 -1.5243
N 0.2247 -0.6510 -1.8047
C 0.7745 -1.1724 -0.7425
C 1.3142 -2.5267 -0.6999
C 2.6490 -2.7557 -0.3789
C 3.1085 -4.0629 -0.3781
N 2.3502 -5.1040 -0.6738
C 1.0942 -4.8805 -1.0178
C 0.5255 -3.6177 -1.0549
H -0.4965 -3.4788 -1.3708
H 0.5174 -5.7584 -1.2768
H 4.1375 -4.2901 -0.1317
H 3.3111 -1.9275 -0.1851
S -0.0339 2.3393 0.5734
C -0.5819 3.4086 -0.7982
C -2.0653 3.2283 -1.0951
O -2.9170 3.9642 -0.6580
N -2.3021 2.1826 -1.9263
N -3.5980 1.7669 -2.1910
C -4.3778 1.1101 -1.2847
O -5.5400 0.8681 -1.5059
C -3.6401 0.6798 -0.0522
C -2.9351 -0.5159 -0.0581
C -2.2757 -0.9324 1.0907
C -2.3098 -0.1427 2.2356
C -3.0114 1.0474 2.2291
C -3.6845 1.4628 1.0925
H -4.2313 2.3923 1.0841
H -3.0364 1.6559 3.1199
H -1.7963 -0.4868 3.1197
O -1.5686 -2.0994 1.1319
H -1.7190 -2.5975 0.3189
H -2.9064 -1.1231 -0.9536
H -4.0610 2.1858 -2.9906
H -1.5357 1.5081 -2.0938
H -0.4100 4.4249 -0.4457
H 0.0390 3.1796 -1.6620
H 0.8048 -1.4101 1.9844
H 0.5419 0.3340 2.2127
H 2.6207 1.8684 1.4334
H 4.2388 1.1706 1.7013
H 3.1807 2.6137 -0.7664
H 4.8447 2.0115 -0.5529
H 3.8366 1.3915 -1.8904

---

# 9
70
Properties=species:S:1:pos:R:3 method="wB97M-V/def2-TZVPD" total_energy_ha=-5668.25589 smiles="O=C1OC[C@@H](F)O1.O=C1OC[C@@H](F)O1.O=C1OC[C@@H](F)O1.O=C1OC[C@@H](F)O1.O=C1OC[C@@H](F)O1.O=C1OC[C@@H](F)O1.O=C(Br)C[SiH3]" homo_ev=-10.518 homo_lumo_gap_ev=10.798 molar_mass_g_mol=789.363 max_force_ev_per_a=0.611
O -0.3014 0.6634 0.4127
C -0.3302 -0.2177 -0.3769
Br -1.2314 -1.9349 0.0806
C 0.2938 -0.2517 -1.7252
Si 2.0616 -0.9697 -1.4781
H 0.3388 0.7417 -2.1657
H -0.2609 -0.9182 -2.3850
H 2.2044 -1.4411 -0.0963
H 2.3348 -2.0209 -2.4710
H 3.0129 0.1370 -1.6982
C -4.7994 -2.8679 -3.7892
C -4.0500 -3.4114 -2.5977
O -2.7292 -3.5481 -3.0992
C -2.5742 -2.6093 -4.0733
O -1.5279 -2.2671 -4.5173
O -3.7714 -2.1109 -4.4525
F -4.5057 -4.6283 -2.2177
H -5.1537 -3.6661 -4.4455
H -5.6333 -2.2261 -3.5160
H -4.0354 -2.7462 -1.7316
C -4.9529 -5.3624 -8.5746
C -6.3352 -4.7988 -8.8141
O -6.9953 -5.0870 -7.5921
C -6.0478 -5.1292 -6.6185
O -6.2701 -5.0964 -5.4530
O -4.8110 -5.2000 -7.1594
F -6.9759 -5.4260 -9.8270
H -4.9066 -6.4226 -8.8260
H -4.1693 -4.8288 -9.1050
H -6.3620 -3.7221 -8.9895
C -2.6642 1.2916 2.6672
C -4.0508 1.8774 2.5456
O -4.6237 1.5776 3.8029
C -3.6025 1.5076 4.7095
O -3.7449 1.5225 5.8840
O -2.4116 1.4310 4.0709
F -4.7788 1.2767 1.5693
H -2.6360 0.2351 2.3981
H -1.9193 1.8237 2.0828
H -4.0748 2.9573 2.3881
C 2.0102 -2.0617 3.5667
C 3.1651 -1.8440 4.5112
O 4.2885 -2.1279 3.6923
C 3.9333 -1.8434 2.4080
O 4.6949 -1.7246 1.5067
O 2.5925 -1.7058 2.3070
F 3.1444 -2.7097 5.5567
H 1.7027 -3.1092 3.5449
H 1.1555 -1.4373 3.7855
H 3.2508 -0.8282 4.8945
C 3.1275 3.5931 3.8019
C 3.7851 2.6344 2.8475
O 3.2502 1.3796 3.2481
C 2.0247 1.6278 3.7920
O 1.2089 0.7914 4.0001
O 1.8700 2.9453 4.0486
F 5.1305 2.6062 2.9997
H 3.6785 3.6829 4.7393
H 2.9865 4.5781 3.3720
H 3.5471 2.8095 1.7991
C 6.8436 6.1099 3.1814
C 6.5649 7.3572 2.3768
O 5.7417 6.8622 1.3343
C 5.0871 5.7737 1.8123
O 4.1401 5.2781 1.2958
O 5.6546 5.3380 2.9655
F 7.6905 7.8849 1.8459
H 7.7041 5.5653 2.7914
H 6.9891 6.3029 4.2408
H 6.0274 8.1378 2.9179